1.
Below is a 4-piece molecular cluster, H8O4 overall, with properties calculated with wB97M-V/def2-TZVPD.

Geometry as XYZ:
```
12
Properties=species:S:1:pos:R:3:lowdin_charge:R:1
O 1.456 27.970 6.794 -0.027
H 0.983 28.607 6.313 0.035
H 1.898 27.390 6.151 0.010
O -0.257 26.443 8.202 -0.068
H -0.726 26.168 7.398 0.035
H 0.331 27.073 7.828 -0.059
O 2.580 27.584 3.416 -0.043
H 2.588 26.801 3.953 -0.021
H 1.671 27.725 3.125 0.044
O 3.171 26.122 5.838 -0.025
H 2.784 25.771 6.612 0.044
H 3.417 25.475 5.168 0.074
```

Calculated values
Energy relative to the best compared isomer or geometry (same formula, charge and spin): 24.9 kcal/mol
Net charge: 0
Structure (SMILES): O.O.O.O


2.
Below is C4H9NO in the gas phase, with properties calculated with wB97M-V/def2-TZVPD.

Geometry as XYZ:
```
15
Properties=species:S:1:pos:R:3:lowdin_charge:R:1
C 0.697 -2.277 1.088 -0.125
C 1.297 -0.903 0.612 -0.337
N 0.380 -0.297 -0.354 -0.087
C 0.012 1.142 0.177 -0.185
C -0.885 1.750 -0.840 -0.282
O -1.859 1.104 -1.055 0.056
H -0.207 -2.383 1.722 0.065
H 1.566 -2.848 1.606 0.082
H 0.586 -2.933 0.143 0.084
H 2.260 -1.040 -0.038 0.122
H 1.786 -0.331 1.476 0.116
H -0.521 -0.820 -0.526 0.114
H -0.408 0.980 1.225 0.128
H 0.894 1.678 0.556 0.098
H -0.466 2.667 -1.462 0.150
```

Calculated values
Energy relative to the best compared isomer or geometry (same formula, charge and spin): 74.1 kcal/mol
Net charge: 0
Structure (SMILES): CCNCC=O


3.
Below is a 10-piece molecular cluster, C54H132N8O2 overall, with properties calculated with wB97M-V/def2-TZVPD.

Geometry as XYZ:
```
196
Properties=species:S:1:pos:R:3:lowdin_charge:R:1
C 5.837 -0.155 -4.421 -0.108
C 5.479 -0.829 -5.704 -0.265
N 6.649 -0.976 -6.558 -0.208
C 6.339 -1.059 -7.981 -0.241
C 5.769 -2.419 -8.414 -0.087
C 7.674 -1.880 -6.081 -0.261
C 8.861 -2.151 -6.991 -0.086
H 6.566 -0.526 -3.691 0.069
H 4.967 0.010 -3.776 0.051
H 6.346 0.802 -4.596 0.084
H 4.991 -1.800 -5.512 0.116
H 4.726 -0.221 -6.206 0.099
H 5.568 -0.308 -8.162 0.105
H 7.214 -0.788 -8.573 0.106
H 5.002 -2.820 -7.748 0.068
H 5.317 -2.332 -9.408 0.069
H 6.488 -3.235 -8.522 0.059
H 7.202 -2.837 -5.785 0.118
H 7.984 -1.474 -5.114 0.102
H 9.662 -2.722 -6.521 0.073
H 9.408 -1.239 -7.252 0.079
H 8.531 -2.631 -7.910 0.056
C 5.395 -4.629 4.908 -0.076
C 5.560 -3.090 4.849 -0.266
N 5.446 -2.526 3.539 -0.208
C 6.546 -2.649 2.583 -0.267
C 7.880 -2.282 3.179 -0.097
C 4.122 -2.596 2.926 -0.243
C 3.128 -1.703 3.686 -0.090
H 6.041 -5.066 4.150 0.067
H 4.353 -4.941 4.842 0.061
H 5.668 -4.955 5.916 0.069
H 4.854 -2.673 5.575 0.103
H 6.490 -2.806 5.347 0.101
H 6.539 -3.676 2.186 0.111
H 6.359 -1.959 1.759 0.111
H 8.132 -2.929 4.023 0.062
H 8.706 -2.334 2.475 0.073
H 7.729 -1.286 3.605 0.084
H 3.713 -3.612 3.016 0.105
H 4.126 -2.281 1.886 0.111
H 2.905 -1.964 4.718 0.060
H 2.177 -1.818 3.154 0.055
H 3.491 -0.677 3.626 0.075
C -5.467 -2.422 -0.467 -0.100
C -5.898 -2.060 0.917 -0.254
N -6.571 -0.751 0.981 -0.183
C -5.804 0.289 0.304 -0.259
C -4.446 0.668 0.923 -0.079
C -6.906 -0.374 2.352 -0.280
C -8.071 -1.174 2.930 -0.082
H -4.566 -1.888 -0.777 0.066
H -6.261 -2.248 -1.198 0.084
H -5.190 -3.474 -0.541 0.055
H -6.640 -2.773 1.281 0.111
H -5.015 -2.085 1.574 0.102
H -5.710 0.083 -0.763 0.100
H -6.423 1.192 0.289 0.112
H -4.627 1.376 1.732 0.068
H -3.857 -0.187 1.256 0.056
H -3.879 1.190 0.149 0.064
H -7.172 0.690 2.340 0.112
H -6.006 -0.365 2.987 0.107
H -8.878 -1.184 2.200 0.076
H -8.412 -0.627 3.809 0.069
H -7.698 -2.174 3.140 0.059
C -2.098 -1.854 6.023 -0.065
C -3.251 -1.910 5.011 -0.262
N -3.763 -3.215 4.678 -0.193
C -2.822 -4.090 4.006 -0.278
C -2.244 -3.569 2.730 -0.085
C -4.443 -3.906 5.757 -0.265
C -5.541 -3.090 6.438 -0.083
H -1.796 -0.808 6.074 0.034
H -1.240 -2.457 5.722 0.070
H -2.356 -2.191 7.029 0.072
H -4.067 -1.304 5.416 0.100
H -2.990 -1.303 4.140 0.099
H -3.287 -5.061 3.807 0.117
H -2.026 -4.353 4.731 0.111
H -2.934 -3.666 1.887 0.067
H -1.372 -4.188 2.508 0.082
H -1.964 -2.517 2.749 0.043
H -4.818 -4.862 5.393 0.112
H -3.696 -4.156 6.536 0.112
H -5.090 -2.285 7.030 0.062
H -6.092 -2.501 5.701 0.070
H -6.077 -3.707 7.153 0.074
C -0.626 6.915 -2.533 -0.089
C 0.321 8.054 -2.168 -0.266
N 1.269 7.741 -1.112 -0.190
C 0.781 7.227 0.141 -0.277
C 1.910 6.640 0.979 -0.089
C 2.276 8.812 -1.015 -0.247
C 1.917 9.971 -0.085 -0.087
H -0.154 5.930 -2.557 0.059
H -0.865 7.036 -3.593 0.069
H -1.516 6.883 -1.909 0.071
H 0.853 8.302 -3.089 0.105
H -0.256 8.967 -1.950 0.114
H 0.228 7.951 0.760 0.114
H 0.076 6.409 -0.021 0.090
H 2.530 7.430 1.407 0.061
H 1.460 6.117 1.825 0.072
H 2.520 5.962 0.385 0.079
H 2.532 9.154 -2.016 0.107
H 3.199 8.379 -0.619 0.103
H 1.018 10.515 -0.370 0.070
H 2.773 10.629 0.071 0.073
H 1.754 9.546 0.910 0.055
C -0.352 1.567 4.077 -0.076
C -0.052 2.731 5.014 -0.243
N -0.289 2.457 6.449 -0.184
C -1.713 2.313 6.731 -0.269
C -2.067 2.654 8.182 -0.092
C 0.483 1.324 6.979 -0.252
C 1.969 1.509 6.763 -0.082
H -0.176 1.769 3.017 0.046
H -1.415 1.320 4.120 0.072
H 0.299 0.714 4.278 0.067
H 0.969 3.098 4.925 0.099
H -0.716 3.560 4.767 0.109
H -2.341 2.931 6.091 0.113
H -2.025 1.270 6.576 0.090
H -1.990 1.751 8.791 0.061
H -1.528 3.466 8.668 0.074
H -3.113 2.969 8.234 0.066
H 0.092 0.425 6.474 0.089
H 0.200 1.101 8.010 0.113
H 2.421 2.306 7.350 0.078
H 2.187 1.626 5.700 0.057
H 2.589 0.631 6.972 0.071
C -5.539 -2.679 -4.334 -0.069
C -4.327 -3.596 -4.270 -0.289
N -4.086 -4.261 -3.014 -0.190
C -2.702 -4.706 -2.858 -0.239
C -2.124 -3.888 -1.682 -0.085
C -5.105 -5.215 -2.585 -0.252
C -5.179 -6.461 -3.486 -0.089
H -6.408 -3.318 -4.169 0.064
H -5.585 -2.174 -5.295 0.075
H -5.461 -1.926 -3.549 0.066
H -4.304 -4.269 -5.152 0.112
H -3.455 -3.006 -4.585 0.099
H -2.544 -5.783 -2.743 0.107
H -2.078 -4.521 -3.740 0.107
H -2.490 -2.868 -1.639 0.042
H -2.375 -4.465 -0.790 0.064
H -1.034 -3.780 -1.763 0.066
H -6.101 -4.777 -2.653 0.101
H -4.942 -5.568 -1.566 0.110
H -4.246 -7.002 -3.622 0.064
H -5.584 -6.181 -4.461 0.065
H -5.963 -7.091 -3.052 0.072
C 2.136 0.726 -2.520 -0.079
C 1.583 0.562 -1.106 -0.233
N 0.173 0.884 -1.006 -0.218
C -0.465 0.482 0.233 -0.238
C -0.327 -0.989 0.587 -0.066
C -0.260 2.140 -1.525 -0.245
C 0.117 3.381 -0.663 -0.072
H 2.908 -0.039 -2.618 0.062
H 2.421 1.729 -2.824 0.061
H 1.383 0.358 -3.224 0.071
H 1.690 -0.508 -0.923 0.106
H 2.164 1.112 -0.352 0.119
H -1.509 0.796 0.234 0.104
H -0.039 1.081 1.056 0.087
H -0.597 -1.596 -0.283 0.067
H -1.206 -1.190 1.212 0.047
H 0.511 -1.392 1.147 0.065
H 0.186 2.336 -2.503 0.088
H -1.327 2.189 -1.762 0.115
H 0.766 4.021 -1.276 0.054
H -0.634 4.139 -0.415 0.059
H 0.661 3.214 0.268 0.064
C -1.576 -0.478 -3.718 -0.011
C -2.287 0.468 -4.675 -0.496
C -1.803 0.485 -6.078 -0.025
O -3.281 1.054 -4.322 0.064
H -0.660 -0.947 -4.071 0.078
H -2.250 -1.213 -3.270 0.065
H -1.294 0.061 -2.804 0.057
H -2.491 0.968 -6.770 0.085
H -1.505 -0.494 -6.451 0.083
H -0.903 1.111 -6.128 0.068
C 3.120 2.414 -5.614 -0.030
C 1.826 3.164 -5.497 -0.482
C 1.864 4.658 -5.877 -0.011
O 0.785 2.654 -5.166 0.059
H 3.674 2.679 -6.512 0.084
H 2.895 1.347 -5.710 0.078
H 3.745 2.450 -4.721 0.083
H 2.373 4.769 -6.834 0.076
H 2.330 5.233 -5.077 0.084
H 0.834 4.986 -6.005 0.077
```

Calculated values
Energy relative to the best compared isomer or geometry (same formula, charge and spin): 16.5 kcal/mol
Net charge: 0
Structure (SMILES): CCN(CC)CC.CCN(CC)CC.CCN(CC)CC.CCN(CC)CC.CCN(CC)CC.CCN(CC)CC.CCN(CC)CC.CCN(CC)CC.CC(C)=O.CC(C)=O


4.
Below is a 2-piece molecular cluster, CH6SSi overall, with properties calculated with wB97M-V/def2-TZVPD.

Geometry as XYZ:
```
9
Properties=species:S:1:pos:R:3:lowdin_charge:R:1
C 0.822 0.503 0.132 -0.319
Si -0.093 -1.143 -0.040 0.814
S -3.218 0.059 0.068 0.025
H 2.008 0.572 0.074 0.074
H 0.563 1.270 -0.605 0.021
H 0.682 0.976 1.081 0.008
H -0.575 -1.590 1.235 -0.112
H -0.469 -1.994 -1.165 -0.097
H -2.359 1.079 0.220 -0.414
```

Calculated values
Energy relative to the best compared isomer or geometry (same formula, charge and spin): 75.6 kcal/mol
Net charge: 0


5.
Below is C5H5N3O as an isolated structure, with properties calculated with wB97M-V/def2-TZVPD.

Geometry as XYZ:
```
14
Properties=species:S:1:pos:R:3:lowdin_charge:R:1
C 1.141 -0.290 2.453 -0.057
C 0.912 -0.268 0.876 -0.278
C 0.107 -0.525 -1.021 -0.212
C -1.155 -0.396 -2.237 0.024
C -1.037 0.982 -1.723 -0.334
H 2.568 -0.338 3.206 0.196
H 0.824 0.776 2.945 0.090
H 0.611 -0.983 2.926 -0.050
H -1.146 -0.645 -3.439 0.157
H -2.349 -0.782 -1.620 0.224
N 0.493 -1.307 0.038 0.153
N 0.216 0.820 -0.791 -0.077
N 0.692 1.056 0.314 0.091
O -1.878 1.899 -1.927 0.073
```

Calculated values
Energy relative to the best compared isomer or geometry (same formula, charge and spin): 180.8 kcal/mol
Net charge: 0


6.
Below is C4H11NOS in the gas phase, with properties calculated with wB97M-V/def2-TZVPD.

Geometry as XYZ:
```
18
Properties=species:S:1:pos:R:3:lowdin_charge:R:1
C -1.226 -0.634 1.408 -0.088
C -0.195 -0.023 0.397 -0.517
C -0.891 1.090 -0.428 -0.531
S -1.372 2.425 0.695 0.714
N 0.561 -1.011 -0.345 -0.027
C 1.929 -0.590 -0.664 -0.286
O 2.354 -1.241 -1.846 -0.059
H -2.215 -0.752 0.959 0.074
H -1.291 0.143 2.209 0.054
H -0.850 -1.524 1.930 0.074
H 0.520 0.443 1.147 0.131
H -0.084 1.459 -1.074 0.055
H -1.709 0.622 -1.035 0.101
H -2.362 2.913 -0.093 -0.135
H 0.460 -1.953 -0.011 0.110
H 1.956 0.515 -0.793 0.125
H 2.626 -0.935 0.111 0.124
H 1.789 -0.946 -2.566 0.081
```

Calculated values
Energy relative to the best compared isomer or geometry (same formula, charge and spin): 34.4 kcal/mol
Net charge: 0
Structure (SMILES): C[C@H](CS)NCO


7.
Below is a 9-piece molecular cluster, C6H34BNO9 overall, with properties calculated with wB97M-V/def2-TZVPD.

Geometry as XYZ:
```
51
Properties=species:S:1:pos:R:3:lowdin_charge:R:1
C -39.990 2.977 18.416 0.010
O -39.543 1.689 17.703 -0.216
C -38.727 2.042 16.615 -0.179
C -38.304 0.709 16.031 -0.033
N -37.085 0.801 15.216 0.047
H -36.658 -0.042 15.018 0.140
H -37.357 1.212 14.278 0.225
C -35.777 1.267 15.671 -0.091
C -35.257 0.654 16.975 -0.128
O -34.021 1.357 17.337 -0.120
C -34.274 2.429 18.128 -0.137
H -39.172 3.502 18.750 0.054
H -40.659 2.588 19.166 0.072
H -40.531 3.750 17.779 0.113
H -37.942 2.598 17.021 0.106
H -39.282 2.736 16.181 0.086
H -39.032 0.377 15.534 0.069
H -38.044 -0.099 16.739 0.145
H -36.123 2.245 15.817 0.106
H -35.146 1.096 14.809 0.154
H -35.051 -0.319 16.799 0.101
H -36.072 0.495 17.675 0.105
H -33.619 2.891 18.637 0.007
H -35.098 1.990 18.885 0.124
H -34.637 3.372 17.561 0.114
B -37.381 -1.672 19.281 -0.427
H -37.659 -0.516 19.292 -0.083
H -36.133 -1.880 19.273 -0.017
H -37.852 -2.226 20.346 -0.015
H -38.115 -2.173 18.400 -0.035
O -39.843 -4.281 22.202 -0.042
H -39.719 -3.751 21.370 0.051
H -39.804 -3.631 22.834 -0.025
O -34.974 0.316 20.679 -0.170
H -35.725 1.014 20.890 0.086
H -35.659 -0.416 20.371 0.009
O -35.123 -3.467 21.874 -0.097
H -35.564 -3.083 20.994 0.054
H -34.535 -2.823 22.208 -0.007
O -41.062 -0.356 17.820 -0.002
H -40.935 -1.279 18.094 0.060
H -40.421 0.121 18.162 -0.108
O -37.032 -5.052 19.761 -0.076
H -37.092 -5.376 20.639 0.009
H -36.949 -4.080 19.973 -0.022
O -38.382 -3.950 15.679 -0.090
H -39.249 -3.475 15.755 0.054
H -37.955 -4.331 16.439 0.021
O -40.070 0.937 20.638 -0.086
H -39.198 0.540 20.278 0.054
H -40.477 0.070 20.633 0.030
```

Calculated values
Energy relative to the best compared isomer or geometry (same formula, charge and spin): 32.9 kcal/mol
Net charge: 0


8.
Below is C8H10Se in the gas phase, with properties calculated with wB97M-V/def2-TZVPD.

Geometry as XYZ:
```
19
Properties=species:S:1:pos:R:3:lowdin_charge:R:1
C 1.283 1.588 -0.690 -0.102
C 1.137 0.417 0.362 -0.626
Se 2.805 -0.754 0.154 0.757
C -0.072 -0.316 0.266 -0.335
C -1.045 -0.369 1.330 -0.009
C -2.241 -1.084 1.206 -0.096
C -2.535 -1.721 0.000 -0.093
C -1.577 -1.704 -1.060 -0.066
C -0.344 -1.013 -0.923 -0.072
H 0.917 1.259 -1.592 0.032
H 2.325 1.915 -0.647 0.066
H 0.522 2.326 -0.381 0.091
H 1.375 0.870 1.390 0.108
H 2.181 -1.839 0.928 -0.154
H -0.790 0.190 2.115 0.059
H -2.967 -1.008 2.016 0.103
H -3.585 -2.192 0.030 0.123
H -1.606 -2.046 -2.116 0.105
H 0.472 -1.155 -1.663 0.108
```

Calculated values
Energy relative to the best compared isomer or geometry (same formula, charge and spin): 2.6 kcal/mol
Net charge: 0
Structure (SMILES): C[C@H]([SeH])c1ccccc1


| no. | calculated total energy (Ha) | largest force on an atom (eV/Å) |
| --- | --- | --- |
| 1 | -305.739480 | 2.251 |
| 2 | -287.714425 | 3.609 |
| 3 | -2724.963762 | 2.351 |
| 4 | -729.256138 | 3.256 |
| 5 | -432.755563 | 8.417 |
| 6 | -687.154478 | 2.763 |
| 7 | -1005.390016 | 9.153 |
| 8 | -2712.212491 | 4.875 |